Molecular formula: C17H17N3OS
Method: DFT, wB97M-V/def2-TZVPD

Geometry as XYZ:
```
39
Properties=species:S:1:pos:R:3:forces:R:3:mulliken_charge:R:1
C -3.011565 2.725956 6.137715 -0.1 0.1 0.2 -0.87
O -2.502240 1.896122 5.122046 0.1 -0.2 -0.3 -0.41
C -2.133328 2.464295 3.940781 0.0 0.1 -0.1 0.50
C -2.238103 3.816577 3.638287 -0.1 -0.1 0.4 -0.52
C -1.814125 4.271916 2.398257 0.1 -0.1 -0.1 -0.73
C -1.296637 3.405353 1.461326 -0.1 0.0 0.0 -0.81
C -1.197876 2.040166 1.749381 -0.3 0.5 0.4 1.25
C -0.644686 1.142197 0.735997 0.4 -0.5 -0.5 0.30
N 0.125411 1.654668 -0.149469 -0.2 0.4 0.6 -0.47
N 0.699112 0.882738 -1.092669 -0.3 0.4 -0.6 -0.32
C 1.133976 -0.413589 -0.971410 0.0 -0.8 0.6 0.41
N 1.945276 -0.856660 -1.823658 0.1 0.5 -0.2 -0.34
C 2.462488 -2.190636 -1.775069 0.0 -0.2 0.2 -0.69
C 2.300411 -2.852584 -3.119522 0.0 -0.1 0.1 0.59
C 2.696701 -2.185244 -4.271362 0.0 0.0 0.0 -0.39
C 2.549840 -2.780523 -5.510570 0.1 0.1 0.0 -0.47
C 2.008643 -4.051651 -5.611279 0.0 -0.1 -0.1 -0.42
C 1.610580 -4.720748 -4.467317 0.0 -0.1 -0.1 -0.51
C 1.752064 -4.121959 -3.226857 0.1 0.1 0.1 -0.51
S 0.518007 -1.312025 0.460767 0.0 0.3 -0.2 -0.18
C -0.993204 -0.313554 0.702097 0.4 -0.2 -0.3 -0.76
C -1.616075 1.583458 2.991435 0.0 0.0 -0.1 -0.65
H -3.938082 3.219839 5.827345 0.0 0.0 0.0 0.35
H -3.220538 2.066869 6.978820 0.0 0.1 0.0 0.24
H -2.280675 3.481405 6.443548 0.0 0.0 0.0 0.36
H -2.639017 4.519293 4.351128 0.0 0.0 0.1 0.39
H -1.894486 5.324447 2.170222 0.0 0.1 0.0 0.37
H -0.966130 3.757385 0.498338 0.0 0.1 -0.1 0.42
H 1.227661 1.421859 -1.769133 -0.1 -0.2 0.2 0.33
H 3.531447 -2.121034 -1.535384 -0.1 -0.1 0.1 0.24
H 1.977793 -2.788123 -0.987223 0.1 -0.1 -0.2 0.47
H 3.112275 -1.193172 -4.182746 0.0 0.1 0.0 0.37
H 2.859955 -2.253506 -6.401360 0.0 0.0 -0.1 0.37
H 1.895621 -4.518293 -6.578994 0.0 0.0 -0.1 0.37
H 1.184602 -5.711072 -4.539942 0.0 -0.1 0.0 0.37
H 1.435339 -4.646234 -2.336072 0.0 0.0 0.1 0.29
H -1.461043 -0.677158 1.611368 0.0 0.0 0.0 0.35
H -1.649210 -0.515061 -0.149879 -0.1 0.1 0.1 0.39
H -1.530182 0.548282 3.281058 0.0 -0.1 0.0 0.33
```
Forces are in eV/Å.

Values from the calculation:
- HOMO level (eV) = -8.11
- relative energy (zero: lowest compared OMol25 entry of this formula, charge and spin) (kcal/mol) = 56.9
- E_LUMO (eV) = 0.54
- F_max (eV Å⁻¹) = 1.046
- SMILES = COc1cccc(C2=NN/C(=N/Cc3ccccc3)SC2)c1


Molecular formula: C17H17N6PdS3
Method: DFT, wB97M-V/def2-TZVPD

Geometry as XYZ:
```
44
Properties=species:S:1:pos:R:3:forces:R:3:mulliken_charge:R:1
Pd 0.134091 0.274633 -0.451942 0.0 -0.4 -0.4 -0.43
C 4.127806 0.871453 3.637184 -0.1 0.0 0.1 -0.82
S 4.035815 1.375486 1.899245 0.2 0.1 0.1 0.07
C 2.511390 0.803636 1.415897 -0.4 0.0 0.0 0.66
S 2.033401 1.549984 -0.139876 0.0 -0.5 -0.1 -0.05
N 1.746280 0.013449 2.097915 0.4 0.1 0.0 -1.14
N 0.582671 -0.297865 1.484273 -0.5 0.6 -0.2 1.08
C -0.299812 -1.022485 2.073836 0.2 0.0 0.0 -0.51
C -1.482781 -1.431082 1.338343 -0.2 0.0 -0.1 0.81
C -2.449349 -2.228705 1.916145 -0.1 0.0 0.0 -0.86
C -3.561948 -2.595619 1.157241 0.0 0.0 0.1 -0.46
C -3.662279 -2.149617 -0.144284 0.1 0.0 -0.1 -0.85
C -2.645616 -1.351204 -0.665524 0.0 -0.1 0.0 -0.12
N -1.580814 -1.004821 0.049189 0.2 0.1 0.0 0.45
H 4.750399 1.613202 4.132832 0.0 0.0 -0.1 0.40
H 4.585073 -0.111096 3.713662 0.0 0.0 0.0 0.32
H 3.131182 0.879249 4.067002 0.0 0.0 0.0 0.30
H -0.121348 -1.353054 3.092419 0.0 0.0 0.0 0.46
H -2.342664 -2.549734 2.943867 0.0 0.0 0.0 0.51
H -4.335048 -3.217200 1.589660 0.0 0.0 0.0 0.47
H -4.506109 -2.411605 -0.767383 0.0 0.0 0.0 0.47
H -2.688407 -0.990878 -1.685403 0.0 0.0 0.0 0.47
C -2.356534 4.430941 -0.279129 0.0 0.1 0.0 -0.15
C -1.125853 4.397816 -0.914263 0.1 -0.1 0.0 -0.93
C -0.430092 3.208226 -0.984467 -0.1 -0.1 -0.2 0.05
N -0.931193 2.078438 -0.450808 0.0 -0.5 0.7 0.26
C -2.133179 2.098850 0.163218 0.2 0.2 0.0 -0.10
C -2.869921 3.261465 0.258728 0.0 -0.1 0.0 -0.92
H -2.911031 5.357409 -0.207303 0.0 0.0 0.0 0.45
H -0.692793 5.282427 -1.360137 0.0 0.0 0.0 0.45
H 0.512480 3.153413 -1.506198 0.0 0.0 0.0 0.52
H -2.488396 1.176319 0.588415 0.0 -0.1 0.0 0.48
H -3.828708 3.239765 0.757651 0.0 0.0 0.0 0.47
S -0.236460 0.228716 -2.751253 0.5 0.1 -0.3 -0.19
C 0.957230 -1.017917 -2.686260 -0.1 -0.1 0.5 0.38
N 1.564339 -1.628888 -3.718901 0.0 0.0 0.0 0.01
C 2.484058 -2.605358 -3.518717 0.0 0.0 0.0 -0.05
C 2.823278 -2.969592 -2.239323 0.1 -0.1 -0.1 -0.91
C 2.196595 -2.309169 -1.190558 -0.2 0.2 0.0 0.09
N 1.278119 -1.373462 -1.429962 -0.3 0.7 0.1 0.13
H 1.329575 -1.345103 -4.668755 0.0 0.0 0.0 0.32
H 2.918785 -3.053697 -4.403940 0.0 0.0 0.0 0.46
H 3.557668 -3.740948 -2.058607 0.0 0.0 0.0 0.45
H 2.420107 -2.535797 -0.153741 0.0 0.0 0.0 0.51
```
Forces are in eV/Å.

Values from the calculation:
- net charge = +3
- HOMO level (eV) = -17.31
- relative energy (zero: lowest compared OMol25 entry of this formula, charge and spin) (kcal/mol) = 0.0
- E_LUMO (eV) = -11.66
- F_max (eV Å⁻¹) = 0.882


Molecular formula: C17H17NO3S
Method: DFT, wB97M-V/def2-TZVPD

Geometry as XYZ:
```
39
Properties=species:S:1:pos:R:3:forces:R:3:mulliken_charge:R:1
C 3.239389 -2.163256 -2.528484 -0.1 -0.3 -0.1 -1.45
C 1.745704 -2.164155 -2.327588 0.3 0.0 0.0 0.84
O 1.077327 -3.157156 -2.498328 0.0 0.0 0.0 -0.59
C 1.118023 -0.880263 -1.902236 -0.5 0.3 0.1 0.69
C 1.851953 0.212067 -1.441267 -0.1 -0.2 -0.1 -0.36
C 1.196620 1.349732 -1.004566 0.1 0.2 0.0 -0.99
C -0.183663 1.398193 -1.036544 -0.2 0.6 0.2 0.04
S -1.030313 2.817371 -0.323762 -0.1 0.2 0.0 1.37
O -0.105941 3.909613 -0.251800 0.3 -0.2 0.1 -0.74
O -2.268033 2.990013 -1.022403 -0.1 -0.4 0.0 -0.72
N -1.420199 2.409631 1.241803 0.0 0.4 -0.9 0.13
C -0.359944 2.390192 2.217097 0.6 0.1 0.3 -1.00
C 0.458508 1.090575 2.198218 0.0 0.1 0.1 -1.07
C -0.321773 -0.105851 1.717498 0.0 -0.1 0.1 1.02
C 0.326115 -1.331612 1.603732 -0.1 0.0 0.0 -0.70
C -0.344164 -2.453313 1.157186 0.1 -0.1 0.0 -0.54
C -1.685974 -2.365137 0.823977 -0.1 0.0 0.0 -0.70
C -2.336360 -1.150510 0.920910 0.0 0.0 0.2 -0.65
C -1.661938 -0.015049 1.353355 0.0 -0.2 0.2 1.30
C -2.355045 1.320854 1.390057 -0.4 -0.2 0.0 -1.82
C -0.925720 0.349628 -1.545027 -0.1 0.0 -0.2 -0.45
C -0.273518 -0.791702 -1.968127 0.1 0.0 0.0 -0.83
H 3.738824 -2.025449 -1.571566 0.1 0.1 0.1 0.35
H 3.533645 -1.356748 -3.195461 0.1 0.1 0.0 0.41
H 3.544750 -3.117500 -2.949991 0.0 0.0 0.0 0.37
H 2.929302 0.176694 -1.403118 0.1 0.0 0.0 0.39
H 1.735820 2.213502 -0.646568 0.1 0.0 0.0 0.58
H -0.824903 2.530018 3.198606 0.0 0.0 -0.1 0.35
H 0.273102 3.252363 2.006304 0.0 -0.1 0.3 0.41
H 1.331193 1.207970 1.550593 0.0 0.0 0.1 0.20
H 0.833985 0.889311 3.205127 0.0 0.0 0.0 0.66
H 1.371344 -1.397941 1.871525 0.1 0.0 0.0 0.42
H 0.176335 -3.394261 1.065535 0.1 -0.1 0.0 0.45
H -2.217007 -3.238744 0.478689 -0.1 -0.1 -0.1 0.41
H -3.378959 -1.069439 0.649306 -0.1 0.0 -0.1 0.43
H -2.885671 1.452738 2.342094 0.0 0.1 -0.1 0.37
H -3.081652 1.412089 0.581306 -0.1 -0.1 0.2 0.46
H -1.997643 0.443952 -1.606377 -0.1 -0.1 0.0 0.49
H -0.823520 -1.638421 -2.349706 0.0 -0.1 0.0 0.46
```
Forces are in eV/Å.

Values from the calculation:
- HOMO level (eV) = -9.20
- relative energy (zero: lowest compared OMol25 entry of this formula, charge and spin) (kcal/mol) = 36.0
- E_LUMO (eV) = -0.27
- F_max (eV Å⁻¹) = 1.019
- SMILES = CC(=O)c1ccc(S(=O)(=O)N2CCc3ccccc3C2)cc1


Molecular formula: C17H17NO4
Method: DFT, wB97M-V/def2-TZVPD

Geometry as XYZ:
```
39
Properties=species:S:1:pos:R:3:forces:R:3:mulliken_charge:R:1
C 3.766760 1.862759 -3.242637 0.1 -0.4 0.1 -1.31
C 3.434298 1.021344 -2.064102 -0.6 0.8 0.3 0.16
C 2.616256 1.228761 -1.001315 0.4 -0.1 -0.4 -0.44
C 2.706137 0.054406 -0.190169 0.5 -0.3 -0.5 1.08
C 2.005513 -0.216822 1.060275 0.2 -0.4 0.1 0.57
O 2.096065 -1.226589 1.714122 -0.2 0.1 0.1 -0.67
O 1.218448 0.825510 1.407397 0.1 0.2 -0.2 -0.30
C 0.436738 0.672660 2.579311 0.0 -0.3 0.5 -1.10
C -0.867814 -0.116038 2.391266 0.4 0.2 0.1 1.02
O -1.230674 -0.891605 3.250159 0.0 -0.1 0.2 -0.66
N -1.578868 0.144358 1.268818 -0.1 0.0 0.0 0.18
C -1.257229 1.152543 0.260320 0.4 0.3 -0.4 -0.39
C -2.544379 1.351682 -0.554997 -0.1 0.1 0.1 -0.78
C -3.386315 0.180101 -0.144982 0.1 -0.1 0.1 0.80
C -4.586188 -0.257991 -0.659241 0.1 0.0 0.1 -0.60
C -5.190642 -1.370371 -0.087361 -0.1 0.0 -0.1 -0.51
C -4.596776 -2.017870 0.982360 0.0 0.0 -0.1 -0.55
C -3.389433 -1.582174 1.510557 0.1 -0.1 0.2 -0.80
C -2.791911 -0.476797 0.932620 -0.5 -0.1 -0.2 -0.02
C 3.585110 -0.785591 -0.836617 -0.7 0.0 1.0 -0.02
C 4.077559 -2.138149 -0.486756 0.1 0.1 -0.2 -1.35
O 4.020464 -0.200922 -1.963484 0.2 -0.2 -0.2 -0.37
H 3.231960 2.805382 -3.181826 0.0 0.0 0.0 0.34
H 3.490370 1.352171 -4.164283 0.0 0.0 -0.1 0.30
H 4.837314 2.059782 -3.277573 0.1 0.1 -0.1 0.31
H 2.023647 2.095318 -0.795630 -0.1 0.2 0.0 0.56
H 0.202335 1.684526 2.923478 0.0 -0.1 -0.1 0.43
H 1.009776 0.144088 3.348379 -0.2 0.1 -0.1 0.38
H -0.451424 0.783900 -0.382059 -0.1 0.1 0.1 0.05
H -0.920489 2.073779 0.737966 0.0 -0.1 -0.1 0.38
H -3.045130 2.287415 -0.294014 0.0 0.0 0.0 0.28
H -2.347140 1.364772 -1.626788 0.0 0.0 0.0 0.38
H -5.045854 0.254051 -1.491607 -0.1 0.0 -0.1 0.42
H -6.129773 -1.729398 -0.480539 -0.1 0.0 0.0 0.38
H -5.077901 -2.880684 1.417690 0.0 -0.1 0.0 0.39
H -2.930830 -2.083317 2.345464 0.0 0.0 0.0 0.48
H 3.584593 -2.470130 0.421567 0.0 0.0 0.0 0.32
H 5.155443 -2.118240 -0.329545 0.1 0.0 0.0 0.31
H 3.869986 -2.836620 -1.296225 0.0 -0.1 0.0 0.32
```
Forces are in eV/Å.

Values from the calculation:
- HOMO level (eV) = -8.23
- relative energy (zero: lowest compared OMol25 entry of this formula, charge and spin) (kcal/mol) = 10.1
- E_LUMO (eV) = 0.57
- F_max (eV Å⁻¹) = 1.168
- SMILES = Cc1cc(C(=O)OCC(=O)N2CCc3ccccc32)c(C)o1


Molecular formula: C17H17NO5S
Method: DFT, wB97M-V/def2-TZVPD

Geometry as XYZ:
```
41
Properties=species:S:1:pos:R:3:forces:R:3:mulliken_charge:R:1
C -2.249171 -4.291131 -1.174037 0.0 0.0 0.0 -1.39
C -2.321602 -2.904941 -0.615370 -0.1 0.1 0.0 0.90
C -3.510877 -2.403683 -0.097042 0.1 0.0 0.0 -0.79
C -3.566091 -1.126563 0.433344 -0.2 0.1 0.1 -0.65
C -2.424933 -0.349212 0.447496 -0.1 0.6 0.2 -0.22
S -2.521828 1.311589 1.116394 -0.2 -0.1 -0.2 1.55
O -3.808390 1.486066 1.731395 -0.3 -0.1 -0.2 -0.72
O -1.364609 1.545971 1.956732 0.1 -0.1 -0.1 -0.75
C -2.445047 2.432237 -0.344243 0.0 -0.4 0.4 -0.83
C -1.337560 3.470343 -0.239388 0.2 0.0 -0.1 -0.97
C -0.004040 2.918338 -0.750370 -0.4 0.3 0.3 0.60
O 0.387617 3.140657 -1.876281 0.1 0.0 -0.3 -0.66
N 0.632277 2.162966 0.175492 -0.1 -0.1 0.5 0.07
C 1.830028 1.451223 0.056012 0.4 -0.1 -0.3 0.10
C 2.662582 1.553425 -1.051903 -0.2 0.2 -0.1 -0.51
C 3.846288 0.824836 -1.133278 0.3 -0.4 0.4 -1.22
C 4.161572 0.002227 -0.080570 -0.4 0.1 0.3 1.09
C 3.325768 -0.103108 1.033256 0.3 0.1 -0.5 0.75
C 2.157335 0.605979 1.129191 0.2 -0.1 0.0 -0.99
O 3.867395 -0.988231 1.927187 -0.5 0.3 0.0 -0.50
C 5.081305 -1.423360 1.352570 0.9 -0.8 0.5 -0.27
O 5.250844 -0.815998 0.091246 -0.1 0.3 -0.4 -0.48
C -1.230536 -0.823938 -0.062271 0.2 -0.1 0.0 0.37
C -1.184455 -2.100802 -0.590608 -0.1 0.1 0.0 -1.03
H -1.680454 -4.302707 -2.101279 0.0 -0.1 -0.1 0.36
H -3.242278 -4.690115 -1.361666 0.0 -0.1 0.0 0.37
H -1.744179 -4.948599 -0.466548 0.0 -0.1 0.0 0.31
H -4.399504 -3.017108 -0.107567 -0.1 -0.1 0.0 0.36
H -4.475261 -0.720123 0.847197 -0.1 0.0 0.0 0.50
H -3.427922 2.895992 -0.368545 -0.1 -0.1 0.0 0.47
H -2.321641 1.795255 -1.217466 -0.1 0.0 -0.1 0.50
H -1.589801 4.330516 -0.862565 0.0 -0.1 0.1 0.43
H -1.244894 3.796094 0.797590 0.0 0.1 0.0 0.37
H 0.124175 2.001748 1.047401 0.1 0.2 -0.3 0.17
H 2.382348 2.207408 -1.859763 0.0 0.0 0.0 0.56
H 4.492268 0.905376 -1.990700 0.1 0.0 -0.1 0.42
H 1.513866 0.523822 1.990115 -0.1 0.0 0.2 0.53
H 5.920623 -1.146962 2.011696 -0.2 0.0 -0.2 0.24
H 5.060585 -2.518743 1.235163 -0.1 0.3 0.0 0.24
H -0.346930 -0.207390 -0.039228 0.2 0.1 0.0 0.26
H -0.254856 -2.479348 -0.988806 0.1 0.0 0.0 0.44
```
Forces are in eV/Å.

Values from the calculation:
- HOMO level (eV) = -7.81
- relative energy (zero: lowest compared OMol25 entry of this formula, charge and spin) (kcal/mol) = 30.7
- E_LUMO (eV) = 0.50
- F_max (eV Å⁻¹) = 1.268
- SMILES = Cc1ccc(S(=O)(=O)CCC(=O)Nc2ccc3c(c2)OCO3)cc1


Molecular formula: C17H18AuN2O4
Method: DFT, wB97M-V/def2-TZVPD

Geometry as XYZ:
```
42
Properties=species:S:1:pos:R:3:forces:R:3:mulliken_charge:R:1
Au -0.385713 -0.316509 0.322309 -0.7 -0.5 -0.4 1.07
C -1.968097 -3.088132 -2.996830 0.0 0.1 -0.2 -0.43
O -3.296072 -2.936060 -2.517385 0.1 -0.2 0.3 -0.48
C -3.702622 -1.871528 -1.783094 0.0 0.1 -0.2 0.54
C -5.074791 -1.670678 -1.817602 0.0 0.0 0.0 -0.44
C -5.696392 -0.602382 -1.184526 0.0 0.0 0.0 -0.79
C -4.921848 0.304277 -0.513465 0.0 0.0 0.0 -0.92
C -3.527657 0.121901 -0.430000 0.0 0.0 0.0 0.36
C -2.841338 1.126158 0.311776 0.0 0.0 0.0 0.44
N -1.591987 1.155695 0.620196 0.4 0.3 0.2 0.40
N -1.055148 2.187747 1.373337 0.1 -0.1 0.1 -0.89
C 0.136146 1.901404 1.798466 0.0 0.1 -0.2 0.54
O 0.789224 0.795940 1.437194 -0.1 0.0 0.3 -0.70
C 0.850154 2.823218 2.693490 0.0 0.0 0.0 0.59
C 2.136203 2.510984 3.127994 0.0 0.0 0.0 -0.35
C 2.806157 3.380025 3.972548 0.0 0.0 0.0 -0.65
C 2.197416 4.558036 4.380936 0.0 0.0 0.0 -0.39
C 0.915253 4.870939 3.946661 0.0 0.0 0.0 -0.64
C 0.238476 4.007490 3.105343 0.0 0.0 0.0 -0.32
C -2.890704 -0.992509 -1.032428 0.1 0.1 -0.1 0.73
O -1.569066 -1.231503 -0.960065 -0.1 -0.2 0.2 -1.11
H -2.007477 -3.939714 -3.670498 0.0 0.0 0.0 0.33
H -1.273086 -3.294374 -2.192153 0.0 0.0 0.0 -0.10
H -1.643042 -2.205009 -3.549648 0.0 0.0 0.0 0.32
H -5.651473 -2.385993 -2.389350 0.0 0.0 0.0 0.44
H -6.768156 -0.483025 -1.246005 0.0 0.0 0.0 0.42
H -5.365203 1.165297 -0.031328 0.0 0.0 0.0 0.36
H -3.409022 1.967924 0.695664 0.0 0.0 0.0 0.51
H 2.606136 1.593811 2.803401 0.0 0.0 0.0 0.39
H 3.804611 3.139261 4.310907 0.0 0.0 0.0 0.40
H 2.723364 5.236174 5.039611 0.0 0.0 0.0 0.40
H 0.443750 5.790261 4.265809 0.0 0.0 0.0 0.40
H -0.758922 4.242178 2.761767 0.0 0.0 0.0 0.43
C 1.477565 -4.352339 0.151385 0.0 0.0 0.0 -1.43
C 0.529236 -3.288097 -0.332436 0.0 0.0 0.0 0.06
O 0.782367 -2.046261 0.413820 0.4 0.2 -0.1 -0.57
H 1.251781 -5.286485 -0.362431 0.0 0.0 0.0 0.38
H 1.371552 -4.516273 1.222736 0.0 0.0 0.0 0.35
H 2.515246 -4.097750 -0.073086 0.0 0.0 0.0 0.42
H -0.509497 -3.527512 -0.125369 0.0 0.0 0.0 0.24
H 0.645217 -3.072069 -1.392593 0.0 0.0 0.0 0.34
H 1.736167 -1.884522 0.436326 0.0 0.0 0.1 0.36
```
Forces are in eV/Å.

Values from the calculation:
- net charge = +1
- HOMO level (eV) = -11.39
- E_LUMO (eV) = -4.64
- F_max (eV Å⁻¹) = 0.940